The following is a quantum chemistry calculation of a structure of composition C6H9NO, from OMol25.

Properties
HOMO energy	-8.693	eV
LUMO level	1.0	eV
orbital gap	0.3561	Eh
energy relative to the best compared isomer or geometry (same formula, charge and spin)	83.68	kcal/mol
max |F|	2.750	eV/A
molar mass	111.1	g/mol

ORCA input file:
```
! wB97M-V def2-TZVPD RIJCOSX def2/J DEFGRID3
* xyz 0 1
C 1.58 0.45 0.13
C 0.72 -0.87 0.48
C 0.47 0.50 -0.95
C -0.88 0.95 -0.29
C -1.74 -0.32 0.01
C -0.62 -0.41 1.09
H 2.61 0.22 -0.32
H 1.48 1.25 0.81
H 1.21 -1.69 0.99
H 1.28 -1.31 -1.51
H 0.74 1.08 -1.90
H -1.34 1.90 -0.68
H -2.60 0.03 0.60
H -1.89 -1.13 -0.70
H -0.82 -0.71 2.12
N 0.49 -0.99 -1.02
O -0.67 1.04 1.13
*
```


The following is a quantum chemistry calculation of a cluster of 2 separate species, CH2NO3S2 in total, from OMol25.

Properties
HOMO energy (alpha / beta)	-3.641 / -3.688	eV
LUMO level (alpha / beta)	2.7 / 2.7	eV
orbital gap (alpha / beta)	0.2337 / 0.2340	Eh
energy relative to the best compared isomer or geometry (same formula, charge and spin)	52.17	kcal/mol
max |F|	2.451	eV/A
molar mass	140.2	g/mol

ORCA input file:
```
! wB97M-V def2-TZVPD RIJCOSX def2/J DEFGRID3
* xyz -1 1
C -0.88 0.84 -0.05
N -0.46 -0.42 0.13
O -2.03 1.19 -0.21
O 0.11 1.75 0.06
O 2.54 0.48 -0.25
S -1.44 -1.71 -0.20
S 2.04 -0.95 -0.24
H 1.00 1.32 0.02
H -0.89 -2.50 0.74
*
```


What is the formula in the first record? C6H9NO


Which formula does entry 2 have? CH2NO3S2


Number 1 is which compound? C6H9NO